#A
# C19H21NO4

One molecule with the formula C19H21NO4 (ωB97M-V/def2-TZVPD, the OMol25 dataset).

The geometry in XYZ format:
```
45
Properties=species:S:1:pos:R:3
C -2.68 -3.82 -0.21
O -2.31 -2.58 -0.77
C -3.00 -1.47 -0.42
C -4.09 -1.45 0.44
C -4.74 -0.27 0.73
C -4.32 0.93 0.17
C -4.97 2.24 0.42
C -6.14 2.25 1.37
O -4.59 3.25 -0.12
C -3.22 0.91 -0.70
C -2.56 -0.26 -1.00
C -1.36 -0.28 -1.91
O -0.19 -0.56 -1.15
C 0.86 0.25 -1.30
O 0.88 1.20 -2.06
C 2.01 -0.15 -0.45
C 1.92 -1.23 0.43
C 3.03 -1.54 1.19
C 4.20 -0.82 1.09
C 4.31 0.26 0.20
N 5.48 0.96 0.06
C 6.57 0.75 0.99
C 5.51 2.15 -0.76
C 3.18 0.58 -0.56
H -1.98 -4.54 -0.62
H -2.59 -3.81 0.89
H -3.70 -4.10 -0.48
H -4.44 -2.36 0.90
H -5.58 -0.29 1.40
H -6.51 3.27 1.47
H -5.83 1.88 2.35
H -6.94 1.61 1.00
H -2.89 1.84 -1.13
H -1.24 0.68 -2.41
H -1.47 -1.08 -2.65
H 1.01 -1.79 0.51
H 2.99 -2.37 1.89
H 5.04 -1.10 1.70
H 6.93 -0.28 0.92
H 6.26 0.94 2.02
H 7.39 1.41 0.74
H 6.53 2.55 -0.77
H 5.24 1.91 -1.79
H 4.84 2.93 -0.39
H 3.17 1.40 -1.26
```

- Multiplicity: 1
- SMILES: COc1ccc(C(C)=O)cc1COC(=O)c1cccc(N(C)C)c1
- LUMO energy: 0.54 eV
- Orbital gap: 8.22 eV


#B
# C19H21NO4

C19H21NO4 as an isolated structure (ωB97M-V/def2-TZVPD, the OMol25 dataset).

The geometry in XYZ format:
```
45
Properties=species:S:1:pos:R:3
C -3.29 -3.08 1.75
H -3.84 -3.08 2.68
H -4.11 -3.70 1.05
H -2.42 -3.72 1.68
C -2.99 -1.63 0.97
C -1.89 -0.97 2.15
H -1.53 0.12 1.90
H -2.41 -1.05 3.04
H -1.01 -1.76 2.19
C -4.28 -0.86 1.05
C -4.07 0.36 1.75
O -4.33 0.63 2.73
O -3.86 1.59 0.63
H -3.54 1.09 0.00
H -5.02 -1.45 1.53
H -4.47 -0.74 0.11
C -2.29 -1.68 -0.24
C -1.81 -0.41 -0.76
O -2.78 0.13 -1.26
N -0.48 -0.19 -0.56
C 0.18 0.91 -1.13
C -0.27 2.03 -1.55
C 0.36 3.07 -1.91
C 1.77 3.24 -1.51
C 2.24 1.85 -1.13
C 1.43 0.97 -0.68
O 1.98 0.08 -0.10
C 3.30 -0.62 -0.13
C 4.06 -0.93 0.97
C 5.24 -1.41 0.83
C 5.91 -1.52 -0.42
C 5.27 -0.90 -1.66
C 3.95 -0.42 -1.37
H 3.45 0.12 -2.36
H 5.79 -0.74 -2.52
H 6.92 -1.92 -0.39
H 5.71 -2.00 1.50
H 3.50 -0.95 2.09
H 3.33 2.13 -0.69
H 2.41 4.00 -1.78
H -0.18 4.12 -2.41
H -1.28 2.05 -1.76
H 0.15 -0.83 -0.23
H -2.92 -2.17 -0.96
H -1.28 -2.58 -0.18
```

- Multiplicity: 1
- LUMO energy: 0.26 eV
- Orbital gap: 8.61 eV


We find #A to be the most stable, with the next structure 301.7 kcal/mol higher.